DFT (the ωB97M-V functional and the def2-TZVPD basis) results for C20H32ClN3O2S in the gas phase.

Computed properties:
- gap between HOMO and LUMO (eV) = 9.38
- LUMO (eV) = 0.42
- max |F| (eV Å⁻¹) = 0.36
- energy above the lowest of the compared OMol25 structures with the same formula, charge and spin (kcal/mol) = 3.4

Atoms and positions in Å:
C -3.3303 6.5402 -1.7299
C -1.8250 6.3417 -1.8510
C -1.4058 4.8914 -1.6440
C 0.1053 4.7081 -1.7469
C 0.6155 3.2671 -1.5964
C -0.2420 2.3827 -0.7052
N 0.3614 1.0651 -0.5898
C -0.0975 0.1565 0.3028
O -0.9369 0.4211 1.1410
C 0.5018 -1.2484 0.1337
C -0.4878 -2.0394 -0.7045
C -1.7391 -2.3400 -0.1827
C -2.6749 -3.0411 -0.9343
C -4.0245 -3.3667 -0.3543
C -2.3421 -3.4372 -2.2267
C -1.0941 -3.1312 -2.7391
Cl -0.6877 -3.6336 -4.3543
C -0.1578 -2.4363 -1.9926
N 0.7460 -1.8882 1.4133
C 1.2381 -3.2498 1.2027
C 1.8069 -3.9418 2.4417
C 3.3196 -3.7977 2.5956
S 3.9011 -2.2271 3.1847
N 3.3735 -2.1758 4.6090
O 5.3107 -2.0745 2.8762
C 3.0449 -1.0622 2.1151
C 1.5264 -1.0746 2.3372
H -3.6106 7.5832 -1.8793
H -3.8640 5.9417 -2.4710
H -3.6859 6.2370 -0.7431
H -1.4856 6.6775 -2.8356
H -1.3095 6.9714 -1.1192
H -1.7584 4.5567 -0.6641
H -1.9142 4.2637 -2.3852
H 0.4578 5.1140 -2.6980
H 0.5651 5.3269 -0.9694
H 0.6573 2.7979 -2.5866
H 1.6395 3.2760 -1.2159
H -0.3336 2.7982 0.2999
H -1.2557 2.2923 -1.1021
H 0.9717 0.7535 -1.3272
H 1.4354 -1.1572 -0.4540
H -1.9742 -2.0103 0.8225
H -4.6826 -3.8071 -1.1018
H -3.9295 -4.0734 0.4718
H -4.5030 -2.4691 0.0385
H -3.0517 -3.9821 -2.8355
H 0.8164 -2.2198 -2.4129
H 0.4065 -3.8391 0.8161
H 2.0116 -3.2713 0.4117
H 1.2967 -3.6221 3.3507
H 1.6102 -5.0104 2.3402
H 3.7248 -4.4996 3.3243
H 3.8289 -3.9493 1.6418
H 3.8219 -1.4448 5.1525
H 3.4868 -0.1040 2.3950
H 3.3422 -1.2757 1.0865
H 1.1429 -0.0585 2.2893
H 1.3367 -1.4047 3.3592



DFT (the ωB97M-V functional and the def2-TZVPD basis) results for a molecular structure, C20H32F3GaO14P at a distorted geometry.

Computed properties:
- gap between HOMO and LUMO (eV) = 4.81
- LUMO (eV) = 1.87
- max |F| (eV Å⁻¹) = 4.98
- charge = -1

Atoms and positions in Å:
O 0.0896 -2.5589 -4.1066
P 1.4901 -2.2271 -5.0860
O 1.6978 -0.5301 -5.4131
Ga 3.4319 -3.2574 -4.2956
C 4.8867 -1.9478 -3.5913
C 4.5085 -1.2070 -2.1783
C 4.1896 0.3815 -2.4972
F 5.3444 1.3422 -2.5397
C 2.7798 0.8236 -2.6962
F 2.4025 1.8825 -3.6821
F 1.7273 0.1150 -1.8902
H -0.4353 -1.6937 -3.9665
H 1.0162 -0.2537 -6.1028
H 4.1029 -4.0072 -5.5771
H 3.1310 -4.4056 -3.2027
H 5.8945 -2.5556 -3.5097
H 5.0712 -1.1237 -4.4313
H 3.6542 -1.7529 -1.5734
H 5.4640 -1.2011 -1.4632
C 0.8139 -7.4184 0.6841
C 1.1651 -6.3654 -0.3476
C 2.0508 -6.8710 -1.4444
O 2.6745 -5.6816 -1.8946
C 2.7171 -4.8402 -0.8126
O 3.3542 -3.8048 -0.7716
O 1.9517 -5.3267 0.2125
H 0.0902 -7.0161 1.4008
H 0.3741 -8.3022 0.2123
H 1.6925 -7.7218 1.2629
H 0.2494 -5.9139 -0.7480
H 1.4847 -7.3448 -2.2513
H 2.8291 -7.5598 -1.0975
C 0.2509 2.7655 -1.7047
C -0.2401 3.3253 -0.3849
C -0.7410 2.2788 0.5623
O -1.6218 3.0213 1.3865
C -2.0929 4.0500 0.6117
O -3.0166 4.7777 0.9229
O -1.3873 4.1412 -0.5575
H 0.6920 3.5637 -2.3110
H 1.0110 1.9942 -1.5481
H -0.5711 2.3436 -2.2923
H 0.5426 3.9404 0.0750
H 0.0640 1.8328 1.1531
H -1.3133 1.4825 0.0736
C 0.5957 -0.6842 5.7136
C 1.6561 -0.2149 4.7380
C 2.2443 1.1179 5.0855
O 2.7119 1.5731 3.8283
C 1.8982 0.9963 2.8871
O 1.8778 1.3087 1.7117
O 1.1116 0.0287 3.4513
H 0.2766 -1.7012 5.4618
H 0.9769 -0.6887 6.7392
H -0.2990 -0.0547 5.6672
H 2.4337 -0.9811 4.6334
H 3.0667 1.0357 5.8017
H 1.5087 1.8373 5.4622
C -6.6536 6.4875 1.8684
C -7.0666 5.0356 1.7353
C -6.6173 4.3980 0.4568
O -7.5518 3.3443 0.3058
C -8.7019 3.7631 0.9242
O -9.7769 3.2017 0.8296
O -8.4759 4.8982 1.6549
H -6.9246 6.8663 2.8596
H -5.5733 6.6041 1.7405
H -7.1705 7.1201 1.1392
H -6.7238 4.4675 2.6085
H -5.5973 4.0091 0.5218
H -6.6965 5.0581 -0.4142



DFT (the ωB97M-V functional and the def2-TZVPD basis) results for a molecular structure, C20H32F6LiO18P at a distorted geometry.

Computed properties:
- gap between HOMO and LUMO (eV) = 10.15
- LUMO (eV) = -0.40
- max |F| (eV Å⁻¹) = 6.29

Atoms and positions in Å:
Li -1.3663 -1.5887 -0.5387
P -1.1107 0.9642 -0.0506
F -0.9574 -0.1642 1.0793
F 0.2785 1.4741 0.6419
F -0.2009 -0.0727 -0.8948
F -0.9293 2.0813 -1.2914
F -2.3529 0.1133 -0.7133
F -2.0075 1.8956 1.0069
C 0.0060 1.5189 4.1828
C -1.4896 1.2525 4.1140
O -1.7762 0.8463 5.4818
C -0.6612 0.1443 5.8567
O -0.5801 -0.6382 6.7817
O 0.2711 0.4395 5.0235
H 0.4072 2.4101 4.6652
H 0.2821 1.4010 3.1349
H -1.6884 0.5472 3.3070
H -2.1011 2.1361 3.9313
C 3.2564 1.6008 0.0339
C 2.6926 1.0988 -1.2347
O 3.8345 0.8308 -2.0676
C 4.9863 0.9995 -1.3650
O 6.0976 0.7983 -1.7239
O 4.6441 1.4353 -0.1364
H 3.0339 0.9553 0.8836
H 2.9123 2.6097 0.2617
H 2.1770 1.9574 -1.6649
H 2.0402 0.2590 -0.9954
C -5.0485 2.7590 -1.0452
C -4.4570 4.1082 -0.6048
O -3.7111 4.5345 -1.6759
C -3.6137 3.6836 -2.5777
O -2.9629 3.9242 -3.6036
O -4.2266 2.5793 -2.2254
H -6.1058 2.9297 -1.2475
H -4.9525 1.9908 -0.2780
H -3.7739 3.9391 0.2277
H -5.1471 4.8712 -0.2446
C -0.5571 4.9083 1.4704
C 0.5216 5.4833 0.6776
O 1.7291 5.2150 1.4154
C 1.4545 4.1828 2.2574
O 2.3165 3.6137 2.9614
O 0.0599 4.0220 2.3160
H -1.3782 4.5077 0.8761
H -0.9662 5.6453 2.1615
H 0.3256 6.5235 0.4175
H 0.6967 4.9179 -0.2377
C 0.1801 -5.2029 -4.4642
C -0.6580 -4.1529 -3.6341
O 0.0459 -3.0060 -4.0659
C -0.4462 -1.8147 -3.6612
O -1.3640 -1.6269 -2.7716
O 0.1880 -0.8417 -4.3635
C 0.1403 0.5048 -4.0285
H 1.2131 -5.3985 -4.1766
H 0.3101 -5.1379 -5.5444
H -0.2513 -6.2036 -4.4890
H -0.4653 -4.2788 -2.5687
H -1.7373 -4.2422 -3.7570
H 0.8795 0.7439 -3.2638
H -0.8557 0.8557 -3.7586
H 0.3859 1.0858 -4.9174
C 1.0006 -6.7593 2.0271
C 0.9562 -6.2670 0.5351
O 0.5533 -5.0193 0.0881
C 0.9529 -3.7428 0.5794
O 0.7118 -2.6931 -0.0185
O 1.8929 -3.9153 1.5668
C 2.6650 -2.8308 2.0999
H 2.0617 -6.8665 2.2525
H 0.3480 -7.6281 2.1129
H 0.6003 -6.0151 2.7156
H 0.3336 -6.9791 -0.0065
H 1.8788 -6.4923 0.0001
H 2.4858 -1.9422 1.4946
H 3.6911 -3.1966 2.1396
H 2.4018 -2.5814 3.1278



DFT (the ωB97M-V functional and the def2-TZVPD basis) results for a molecular structure, C20H32N2O6Rb.

Computed properties:
- gap between HOMO and LUMO (eV) = 7.60
- LUMO (eV) = 2.34
- max |F| (eV Å⁻¹) = 0.92
- energy above the lowest of the compared OMol25 structures with the same formula, charge and spin (kcal/mol) = 12.9
- charge = -1

Atoms and positions in Å:
Rb 0.3602 -0.2064 0.7888
O 0.4571 -2.8713 -2.7285
C -0.7032 -3.5587 -2.3234
C -1.9173 -2.6500 -2.1577
N -1.7647 -1.7671 -1.0063
C -2.0127 -0.3487 -1.3131
C -0.7580 0.2978 -1.9617
O -0.3486 -0.2067 -3.0303
O -0.1942 1.2214 -1.3342
C -2.4935 -2.2886 0.1631
C -2.0331 -1.6436 1.4886
O -2.6840 -0.6605 1.8936
O -0.9465 -2.0601 1.9579
H 0.2087 -1.9150 -2.8282
H -0.4931 -4.0740 -1.3752
H -0.9420 -4.3311 -3.0750
H -2.8260 -3.2612 -2.0513
H -2.0293 -2.0528 -3.0689
H -2.2720 0.1615 -0.3864
H -2.8668 -0.2302 -2.0045
H -2.2742 -3.3582 0.2157
H -3.5824 -2.1464 0.0533
C 3.3087 3.1509 1.1386
C 1.9547 2.7815 1.6819
C 0.7870 3.2932 1.1178
C 0.7959 4.1138 -0.1394
C -0.4569 3.0091 1.7014
C -1.6981 3.5049 1.0184
C -0.5291 2.2464 2.8680
C -1.8291 2.0607 3.6006
C 0.6308 1.6244 3.3548
C 0.4896 0.6276 4.4734
C 1.8683 1.8826 2.7585
C 3.1008 1.1632 3.2388
H 3.6695 2.4429 0.3890
H 4.0543 3.1756 1.9321
H 3.3045 4.1375 0.6812
H 0.3524 3.5410 -0.9529
H 1.7952 4.3992 -0.4530
H 0.2109 5.0281 -0.0247
H -2.5947 3.0405 1.4148
H -1.6525 3.2614 -0.0422
H -1.8140 4.5892 1.0976
H -2.3306 1.1343 3.3045
H -2.4966 2.8990 3.4199
H -1.6499 2.0221 4.6742
H -0.1862 -0.1853 4.1965
H 0.0635 1.0814 5.3717
H 1.4400 0.1898 4.7599
H 3.4633 1.5535 4.1948
H 3.9102 1.2188 2.5191
H 2.9087 0.1001 3.3816
C 3.3294 -2.5574 -0.8718
C 2.9196 -1.1219 -0.6727
N 2.4188 -0.4968 -1.7592
O 2.9771 -0.5730 0.4197
H 4.2084 -2.6152 -1.5139
H 2.5251 -3.0988 -1.3700
H 3.5528 -3.0006 0.0946
H 2.1219 -1.0761 -2.5314
H 1.8793 0.3620 -1.6716



DFT (the ωB97M-V functional and the def2-TZVPD basis) results for a molecular structure, C20H32N4O2P2Pb at a distorted geometry.

Computed properties:
- gap between HOMO and LUMO (alpha / beta) (eV) = 7.18 / 4.94
- LUMO (alpha / beta) (eV) = -2.17 / -4.33
- max |F| (eV Å⁻¹) = 3.30
- ⟨S²⟩ = 0.756
- spin multiplicity = 2
- charge = +1

Atoms and positions in Å:
Pb -0.1309 -0.4885 0.2371
P 0.3037 -1.9908 -2.3792
P -1.6862 -0.5001 3.0387
N 0.2818 0.9193 -1.5837
N -0.7689 1.7339 0.9194
H 0.2530 2.9602 -2.0498
H 0.1830 3.6004 0.4876
H 1.5225 2.3933 -0.8858
C 0.4626 2.3007 -1.1857
H -1.3140 3.2799 -0.4388
C -0.4030 2.8035 -0.0152
H 0.0074 1.5552 -3.6208
H -1.3895 3.2035 2.2621
C -0.2719 0.7733 -2.8814
C -1.2969 2.1133 2.0716
H 0.6652 -0.5613 -4.2597
C -0.1533 -0.6178 -3.5322
H -1.0808 -0.8874 -4.0485
H -3.0284 -0.7408 3.4843
H -1.0112 -0.6826 4.2938
H -0.4512 -3.0397 -2.9983
H 1.5623 -2.2467 -2.9941
O -2.5268 -1.0354 -1.0370
C -3.4707 -0.3070 -1.4539
C -3.8691 -0.2961 -2.8886
C -3.9539 0.8233 -0.6200
H -1.3032 1.0594 -2.7239
H -2.9765 -0.5105 -3.4946
H -4.6243 -1.0599 -3.1209
H -4.2502 0.6902 -3.1748
H -3.1952 1.1939 0.0792
H -4.1797 1.6590 -1.2645
H -4.8540 0.6351 -0.0269
C -1.7620 1.2908 3.1111
H -2.1805 1.8062 3.9776
C 5.5656 -2.5404 3.2924
N 4.4118 -2.2804 2.4443
N 4.0702 -1.0549 1.9888
C 2.8279 -1.1211 1.3818
O 2.2571 -0.1177 0.8863
C 2.4408 -2.4978 1.5056
C 3.4169 -3.1505 2.1895
C 3.5059 -4.5646 2.6294
C 4.9249 0.0834 1.9978
C 6.2764 -0.0678 1.6841
C 7.1182 1.0481 1.6919
C 6.5917 2.3111 1.9977
C 5.2299 2.4607 2.2808
C 4.3911 1.3482 2.2693
H 5.2240 -2.9889 4.2373
H 6.1238 -1.6297 3.5154
H 6.2301 -3.2590 2.7915
H 1.5158 -2.9281 1.1277
H 4.3574 -5.0919 2.1744
H 3.5781 -4.6622 3.7221
H 2.5889 -5.0720 2.3088
H 6.6811 -1.0558 1.4355
H 8.1798 0.9277 1.4661
H 7.2449 3.1898 2.0068
H 4.8087 3.4374 2.5203
H 3.3216 1.4302 2.4662



DFT (the ωB97M-V functional and the def2-TZVPD basis) results for C20H32O5 in the gas phase at a distorted geometry.

Computed properties:
- gap between HOMO and LUMO (eV) = 9.13
- LUMO (eV) = 0.73
- max |F| (eV Å⁻¹) = 1.03
- energy above the lowest of the compared OMol25 structures with the same formula, charge and spin (kcal/mol) = 7.2

Atoms and positions in Å:
C 5.7917 -1.0225 -1.8475
C 4.3181 -0.6420 -1.9287
C 3.3766 -1.8486 -1.8789
C 3.2978 -2.4794 -0.4893
C 2.5454 -3.8127 -0.4386
C 1.0593 -3.7549 -0.8596
O 0.8928 -3.8980 -2.2510
C 0.3948 -2.5298 -0.2917
C -0.2492 -1.6162 -0.9979
C -0.8781 -0.3918 -0.4181
C -2.3951 -0.3346 -0.7188
C -3.2640 -0.2408 0.5305
C -3.3493 1.2451 0.7641
C -3.7632 1.8197 1.8850
C -3.8607 3.2892 2.1579
C -2.6074 3.8775 2.8332
C -1.9462 2.9265 3.8457
C -1.0326 1.9646 3.1243
O -1.1656 0.7706 3.0449
O -0.0204 2.6193 2.5545
O -2.9179 1.9381 -0.3440
C -2.6233 1.0242 -1.3988
C -1.2955 1.3711 -2.0618
C -0.2640 0.8973 -1.0334
O -0.0382 1.8848 -0.0578
H 6.0253 -1.4966 -0.8979
H 6.4146 -0.1362 -1.9433
H 6.0512 -1.7115 -2.6487
H 4.0700 0.0390 -1.1115
H 4.1483 -0.1070 -2.8664
H 2.3804 -1.5048 -2.1700
H 3.7160 -2.5934 -2.6039
H 4.3095 -2.6638 -0.1235
H 2.8247 -1.7691 0.1918
H 3.0418 -4.5405 -1.0848
H 2.5941 -4.1892 0.5849
H 0.5564 -4.6390 -0.4436
H 1.3790 -3.1913 -2.6895
H 0.4789 -2.4352 0.7821
H -0.3549 -1.7299 -2.0699
H -0.7054 -0.3729 0.6617
H -2.6848 -1.1643 -1.3642
H -2.8320 -0.7473 1.3914
H -4.2604 -0.6511 0.3489
H -4.0451 1.1568 2.6873
H -4.0327 3.8249 1.2225
H -4.7215 3.4555 2.8097
H -2.8911 4.7997 3.3434
H -1.8662 4.1372 2.0759
H -1.3259 3.5112 4.5269
H -2.6913 2.3761 4.4172
H 0.4689 2.0560 1.9255
H -3.4624 1.0235 -2.1065
H -1.1995 0.8183 -2.9953
H -1.1999 2.4373 -2.2626
H 0.7153 0.6976 -1.4787
H -0.9071 2.2531 0.1667



DFT (the ωB97M-V functional and the def2-TZVPD basis) results for a molecular structure, C20H33Br3ClN2O4P at a distorted geometry.

Computed properties:
- gap between HOMO and LUMO (eV) = 8.14
- LUMO (eV) = -0.32
- max |F| (eV Å⁻¹) = 2.62
- energy above the lowest of the compared OMol25 structures with the same formula, charge and spin (kcal/mol) = 0.0

Atoms and positions in Å:
C -1.6991 -0.6481 -2.7051
C -1.6266 0.8056 -2.2189
C -2.3336 1.6406 -3.2793
C -0.1539 1.1859 -2.1391
C -2.3747 0.8240 -0.8600
C -2.0710 1.9336 0.1569
C -2.1050 3.3226 -0.4751
C -3.2072 1.9165 1.1978
C -0.7823 1.6838 0.9405
C -0.4762 0.4068 1.4746
C 0.6987 0.1733 2.2124
C 1.5948 1.2209 2.4255
O 2.7554 1.0018 3.1593
C 3.9592 0.9231 2.4081
C 4.1941 -0.4302 1.7932
O 3.5377 -0.5135 0.5301
C 4.1844 -1.3111 -0.4130
C 4.1136 -2.8355 -0.1488
N 3.0131 -3.1959 0.7945
P 1.4254 -2.9287 0.2055
N 0.3333 -3.3054 1.2492
C 3.1444 -4.5747 1.0850
O 2.7576 -5.4516 0.4186
O 3.9159 -4.9057 2.1418
Cl 4.0945 -3.7827 3.3917
C 1.2976 2.5000 1.9429
C 0.1226 2.7189 1.2112
H -1.0986 -1.2719 -2.0515
H -1.2920 -0.7519 -3.7060
H -2.7165 -1.0241 -2.6647
H -2.2742 2.7058 -3.0938
H -3.3656 1.3243 -3.3804
H -1.8525 1.4636 -4.2382
H 0.0376 2.0898 -1.5785
H 0.2317 1.3200 -3.1462
H 0.4331 0.4015 -1.6757
H -2.2295 -0.1475 -0.4048
H -3.4358 0.8864 -1.0917
H -1.1725 3.6277 -0.9317
H -2.3261 4.0542 0.2970
H -2.9084 3.3937 -1.1952
H -3.3257 0.9218 1.6145
H -4.1336 2.2653 0.7658
H -2.9397 2.5705 2.0217
H -1.1573 -0.4149 1.3401
H 0.8975 -0.8110 2.6017
H 3.9862 1.6748 1.6206
H 4.7609 1.1467 3.1021
H 5.2647 -0.5780 1.6522
H 3.8145 -1.2143 2.4341
H 5.2267 -1.0191 -0.5287
H 3.6963 -1.1033 -1.3598
H 5.0463 -3.2034 0.2656
H 3.9706 -3.3481 -1.0983
H 1.5153 -1.5669 -0.0799
H 1.3491 -3.5925 -1.0281
H -0.2800 -4.0403 0.9250
H 1.9787 3.3086 2.1486
H -0.0736 3.7185 0.8626
C -6.9002 -0.2968 -0.9741
Br -5.4775 -1.5814 -0.8699
Br -6.8602 0.9053 0.5210
Br -6.8713 0.6543 -2.6458
H -7.8308 -0.8416 -0.9295